Record 1
Density functional theory data (ωB97M-V/def2-TZVPD) for a 2-piece molecular cluster, C9H14 overall in a non-equilibrium geometry.

ORCA input file:
```
! RIJCOSX wB97M-V def2-TZVPD def2/J DEFGRID3
* xyz 0 1
C -0.02 -2.84 -0.43
C 0.06 0.43 2.38
C -1.14 0.07 1.74
C 1.20 -0.20 1.96
C -1.17 -0.87 0.72
C 1.16 -1.17 0.95
C -0.02 -1.58 0.34
H 0.03 1.10 3.22
H -2.08 0.56 1.95
H 2.22 -0.04 2.28
H -2.05 -1.13 0.16
H 2.10 -1.61 0.62
H -0.81 -3.00 -1.17
H -0.09 -3.72 0.23
H 0.93 -3.01 -0.93
C 0.33 1.84 -2.36
C -0.37 2.45 -1.12
H 0.66 2.56 -3.10
H 1.19 1.27 -1.98
H -0.30 1.05 -2.77
H -0.51 1.74 -0.33
H 0.09 3.42 -0.96
H -1.41 2.68 -1.41
*
```

Output
E_HOMO, eV: -9.059
SMILES: Cc1ccccc1.CC
Total energy, hartree: -351.30749
ΔE to the lowest compared entry with this formula, charge and spin, kJ/mol: 59.60

***

Record 2
Density functional theory data (ωB97M-V/def2-TZVPD) for a 3-piece molecular cluster, C22H31BClF16N2O5 overall in a non-equilibrium geometry.

ORCA input file:
```
! RIJCOSX wB97M-V def2-TZVPD def2/J DEFGRID3
* xyz 1 1
C 4.99 1.60 2.46
C 3.52 1.39 2.52
O 2.85 1.85 3.33
O 3.03 0.55 1.57
C 2.29 1.38 0.63
C 0.84 1.23 0.98
C -0.03 1.96 -0.05
C -1.37 2.53 0.48
C -1.42 4.01 0.80
C -0.76 3.91 2.22
B -0.82 5.23 3.12
N -0.70 6.53 2.61
O -0.96 5.09 4.49
C -1.55 2.72 2.70
N -1.92 1.99 1.74
C -2.78 0.81 1.70
C -2.65 -0.16 2.84
C -3.10 0.35 4.21
Cl -1.03 -0.89 2.91
H 5.45 0.68 2.77
H 5.27 2.35 3.17
H 5.30 1.87 1.46
H 2.49 1.04 -0.37
H 2.60 2.41 0.73
H 0.57 0.19 0.98
H 0.72 1.70 1.95
H -0.28 1.28 -0.84
H 0.53 2.79 -0.43
H -2.11 2.27 -0.26
H -2.48 4.20 0.92
H -0.92 4.59 0.05
H 0.28 3.72 1.98
H -0.14 7.09 3.23
H -0.25 6.57 1.71
H -0.47 4.31 4.74
H -1.81 2.55 3.72
H -2.52 0.29 0.80
H -3.80 1.12 1.55
H -3.30 -0.98 2.60
H -2.24 0.72 4.74
H -3.65 -0.37 4.77
H -3.74 1.21 4.03
C 5.22 -2.61 -1.82
C 3.97 -1.77 -2.07
C 2.91 -1.80 -0.97
F 2.46 -3.05 -0.73
F 1.82 -1.06 -1.35
F 3.42 -2.10 -3.26
F 4.37 -0.47 -2.17
O 5.22 -3.91 -2.37
C 4.56 -4.90 -1.69
C 3.30 -5.36 -2.41
F 2.50 -4.32 -2.69
F 2.62 -6.21 -1.62
F 4.29 -4.50 -0.43
F 5.40 -5.95 -1.61
H 6.03 -2.10 -2.34
H 5.50 -2.63 -0.77
H 3.29 -1.37 -0.04
H 3.56 -5.87 -3.34
C -3.00 -3.19 -3.39
C -2.26 -1.94 -3.88
C -1.82 -0.95 -2.80
F -2.87 -0.50 -2.07
F -1.24 0.14 -3.37
F -3.00 -1.31 -4.82
F -1.13 -2.36 -4.50
O -4.41 -3.12 -3.39
C -5.01 -2.49 -2.33
C -5.66 -1.17 -2.74
F -4.78 -0.37 -3.37
F -6.10 -0.53 -1.63
F -4.14 -2.32 -1.31
F -5.98 -3.31 -1.89
H -2.76 -3.97 -4.10
H -2.61 -3.54 -2.43
H -1.09 -1.41 -2.13
H -6.51 -1.36 -3.41
*
```

Output
E_HOMO, eV: -13.151
Total energy, hartree: -3425.34395

***

Record 3
Density functional theory data (ωB97M-V/def2-TZVPD) for one molecule with the formula C5H10N4O4 in a non-equilibrium geometry.

ORCA input file:
```
! RIJCOSX wB97M-V def2-TZVPD def2/J DEFGRID3
* xyz 0 1
C 0.75 0.58 0.21
C -1.75 -0.39 0.25
C 0.61 -0.57 2.24
C 2.75 0.75 -1.05
C -2.03 -2.06 -1.45
N 1.37 -0.05 1.09
N 1.34 0.90 -0.97
N -0.66 0.83 0.29
N -1.18 2.03 0.42
O -0.47 3.00 0.48
O -2.31 -0.80 1.21
O -2.41 1.98 0.39
O -1.59 -0.72 -0.97
H 1.42 -0.72 3.00
H 0.06 -1.38 1.80
H -0.11 0.23 2.48
H 3.36 1.60 -0.70
H 3.14 -0.23 -0.51
H 3.21 0.70 -2.07
H -1.25 -2.51 -2.07
H -2.99 -1.88 -1.96
H -2.01 -2.64 -0.54
H 0.75 1.34 -1.58
*
```

Output
E_HOMO, eV: -8.939
SMILES: C/N=C(/NC)N(C(=O)OC)[N+](=O)[O-]
Total energy, hartree: -716.31458
ΔE to the lowest compared entry with this formula, charge and spin, kJ/mol: 613.25